Below is C25H31N2O4PtSe as an isolated structure, with properties calculated with ωB97M-V/def2-TZVPD.

```
64
Properties=species:S:1:pos:R:3:forces:R:3
Pt -0.503962 0.629330 0.021437 -0.45 -0.08 0.21
C -2.075923 3.017073 1.020540 -0.08 -0.12 -0.06
C -2.486783 2.454897 -0.255346 -0.02 0.07 0.19
C -1.349351 2.391890 -1.090895 0.09 0.07 -0.06
C -0.223461 2.923852 -0.305094 0.23 0.29 -0.26
C -0.680379 3.242335 0.986343 -0.03 -0.01 0.14
C 0.142330 3.758196 2.123603 -0.05 0.00 -0.04
C 1.114990 3.323585 -0.843121 -0.03 -0.10 -0.05
C -1.391574 2.291172 -2.589742 0.00 0.02 0.02
C -3.872474 2.039197 -0.591134 0.00 0.02 0.04
C -2.962539 3.265389 2.174642 0.01 -0.06 0.02
H -0.148856 3.292968 3.067641 -0.01 -0.01 -0.03
H 0.013514 4.837253 2.243699 0.00 -0.01 -0.01
H 1.204338 3.572421 1.966683 -0.02 -0.01 -0.01
H 1.302864 2.896406 -1.826513 0.02 -0.01 0.00
H 1.921516 3.012406 -0.178263 0.00 0.01 0.03
H 1.172870 4.411738 -0.932505 -0.02 -0.02 -0.02
H -0.390357 2.262468 -3.015156 0.00 -0.02 0.00
H -1.904689 3.155745 -3.017226 0.02 0.01 0.03
H -1.921373 1.398029 -2.919535 -0.03 -0.01 0.00
H -3.941771 1.627387 -1.596146 0.02 0.00 0.00
H -4.558165 2.888615 -0.526872 0.02 0.00 -0.01
H -4.234078 1.291330 0.120386 0.04 0.01 0.00
H -2.627505 4.121988 2.760485 0.00 -0.02 -0.02
H -2.935405 2.386895 2.833785 -0.04 0.02 -0.01
H -3.996614 3.420652 1.868233 0.03 -0.02 0.01
C 3.166491 -0.677154 0.584776 -0.01 0.00 0.01
C 2.164491 -0.483709 1.666034 0.05 0.06 0.06
N 0.909280 -0.105135 1.512038 -0.13 -0.06 0.12
C 0.336506 -0.046120 2.765577 -0.02 -0.03 -0.24
C 1.267234 -0.385012 3.694499 0.23 0.03 0.07
N 2.404253 -0.656310 2.979007 0.11 -0.05 -0.01
C 1.331268 -0.509559 5.179869 -0.09 -0.15 0.11
O 0.240748 -0.228489 5.860301 0.11 0.02 -0.16
O 2.368620 -0.871188 5.674776 0.00 0.06 0.00
C -1.105457 0.263631 2.902385 -0.30 0.05 -0.19
O -1.593770 0.438724 4.016274 0.05 -0.06 0.02
O -1.765829 0.315877 1.794556 0.10 0.13 0.24
H 2.725768 -1.253893 -0.228413 0.01 0.00 0.02
H 4.038525 -1.213146 0.954349 -0.01 0.01 0.02
H 3.499590 0.284666 0.189655 -0.02 -0.02 0.01
H 3.262361 -0.950009 3.427377 -0.01 0.00 0.00
H -0.499510 0.045007 5.254702 -0.10 0.03 0.00
C 2.620282 -5.008892 -3.482381 -0.06 0.08 0.03
C 1.578303 -4.093523 -2.901226 0.08 -0.08 -0.05
C 0.382786 -4.597027 -2.402748 0.01 -0.05 0.00
C -0.592111 -3.779268 -1.855940 -0.05 -0.06 0.02
C -1.863297 -4.405986 -1.341312 0.06 0.07 -0.03
C -0.338934 -2.387693 -1.786039 -0.04 0.04 -0.10
Se -1.664668 -1.334779 -0.997573 0.13 0.00 0.12
C 0.861838 -1.846355 -2.310769 0.08 -0.01 -0.07
C 1.143615 -0.370440 -2.388094 -0.07 -0.09 0.06
C 1.791324 -2.713699 -2.852806 0.06 0.00 0.01
H 2.231277 -6.014382 -3.631278 -0.01 0.02 0.01
H 3.483159 -5.077993 -2.816051 -0.02 0.02 0.00
H 2.979788 -4.631013 -4.439991 0.00 0.01 0.01
H 0.202123 -5.665142 -2.443373 0.01 0.03 0.00
H -1.835712 -5.483730 -1.489306 0.01 0.03 0.00
H -2.740507 -4.017361 -1.862462 0.03 0.03 0.00
H -2.006686 -4.215757 -0.277457 0.01 0.00 0.01
H 0.889567 0.133609 -1.433740 0.22 0.01 -0.17
H 0.553313 0.110717 -3.168338 -0.02 -0.03 -0.01
H 2.198925 -0.174846 -2.575893 -0.03 -0.04 -0.05
H 2.707882 -2.307807 -3.270905 -0.05 -0.02 0.02
```
Positions in Å, forces in eV/Å.

The relative energy (zero: lowest compared OMol25 entry of this formula, charge and spin) comes out at 0.0000 eV. Its total charge is +1. For the molecular weight, the calculation gives 697.6 g/mol. Its expectation value of S² is 6.0338. The value obtained for the LUMO energy (spin up / spin down) is -2.18 / -5.64 eV. As for the HOMO energy (spin up / spin down): -10.362 / -11.811 eV. The spin multiplicity is 5.



Below is C37H35BrN2O4PtTe as an isolated structure, with properties calculated with ωB97M-V/def2-TZVPD.

```
81
Properties=species:S:1:pos:R:3:forces:R:3
Pt -0.224643 -0.989146 -1.346559 0.15 0.37 0.03
O 3.721311 -5.662114 -0.858146 0.12 -0.03 0.01
C 2.792925 -4.698715 -0.990180 0.06 -0.07 -0.01
C 2.887488 -3.668896 -1.916721 0.04 0.02 -0.13
C 1.865304 -2.757733 -1.983247 -0.13 -0.19 0.04
N 0.769097 -2.800558 -1.195324 0.43 0.25 0.17
C 0.715254 -3.788907 -0.298262 -0.12 0.14 -0.07
Br -0.762713 -3.911549 0.850361 0.02 0.03 0.05
C 1.688791 -4.755621 -0.163042 -0.15 -0.07 0.05
H 4.441456 -5.518225 -1.482611 0.00 0.00 0.02
H 3.741610 -3.575169 -2.575813 -0.05 0.00 0.00
H 1.894216 -1.947790 -2.695625 0.00 0.09 0.01
H 1.591655 -5.538617 0.573519 0.00 0.02 -0.02
C 1.164388 4.026905 3.251912 -0.04 -0.09 -0.06
C 1.123135 2.866891 2.284116 0.06 0.01 0.07
C 1.862989 1.705654 2.498984 -0.03 0.02 0.15
C 1.890006 0.666795 1.581635 0.22 -0.06 -0.07
C 2.577223 -0.624195 1.898054 0.09 0.13 -0.02
O 2.105517 -1.696022 1.579440 -0.11 -0.09 0.02
C 3.863025 -0.592760 2.677161 -0.07 0.15 -0.03
C 4.149269 -1.658324 3.522672 0.02 -0.09 0.07
C 5.323472 -1.671691 4.258405 0.02 0.02 -0.03
C 6.231696 -0.626301 4.135434 -0.04 0.02 -0.04
C 5.962976 0.428845 3.272670 -0.01 -0.04 0.00
C 4.776940 0.449052 2.550438 0.02 0.05 -0.01
C 1.191399 0.780804 0.351646 0.09 -0.02 0.17
O 1.448487 -0.056624 -0.597764 0.15 -0.48 -0.39
C 0.279325 1.860505 0.218281 -0.15 0.06 0.14
C 0.319537 2.899765 1.158213 -0.14 -0.05 -0.09
C -0.737740 1.866067 -0.834647 0.29 0.41 -0.12
N -0.962118 0.863621 -1.607289 -0.72 -0.60 0.13
C -2.100948 0.837520 -2.552947 0.08 0.24 0.00
C -3.329978 0.259656 -1.871049 0.12 0.00 -0.04
Te -2.810857 -1.526641 -0.815309 -0.70 -0.16 0.24
C -2.965774 -0.450843 1.049002 0.05 0.02 -0.04
C -1.852205 -0.377747 1.884474 -0.01 0.09 0.04
C -1.880832 0.400962 3.036905 -0.01 0.01 0.02
C -3.023064 1.120532 3.365917 -0.01 -0.02 -0.06
C -4.145220 1.042212 2.548051 0.03 -0.04 -0.03
C -4.116782 0.254640 1.401262 0.02 -0.08 0.12
C -1.581812 3.091933 -0.981754 0.10 0.06 -0.11
C -1.306671 4.023258 -1.977070 0.02 0.06 0.04
C -2.115386 5.140770 -2.125181 -0.03 -0.04 0.03
C -3.199469 5.332407 -1.276789 0.04 -0.04 0.01
C -3.461125 4.411347 -0.270978 -0.01 -0.01 -0.02
C -2.653301 3.291216 -0.121054 -0.06 -0.02 0.09
H 1.865217 3.831909 4.064535 -0.03 -0.01 -0.02
H 0.184164 4.222281 3.693532 0.02 -0.02 -0.02
H 1.484990 4.943521 2.751963 0.00 -0.02 0.01
H 2.408565 1.596131 3.433021 0.04 0.03 -0.09
H 3.436066 -2.470003 3.594642 0.01 0.02 0.00
H 5.534607 -2.497612 4.925837 -0.01 0.01 0.00
H 7.149318 -0.635684 4.710729 -0.01 0.00 -0.02
H 6.675708 1.237207 3.164305 -0.02 -0.02 0.00
H 4.564106 1.269533 1.873968 0.00 -0.03 0.06
H -0.322371 3.760402 1.010089 0.00 -0.02 0.00
H -1.816075 0.171879 -3.360870 0.04 -0.04 -0.04
H -2.316332 1.828039 -2.949910 0.05 0.10 0.07
H -4.095464 0.025250 -2.606999 0.03 -0.04 -0.03
H -3.731814 0.947689 -1.129749 -0.06 0.00 -0.03
H -0.943096 -0.912536 1.623551 -0.03 0.05 -0.01
H -1.001081 0.455963 3.669821 -0.04 0.00 -0.05
H -3.041547 1.738362 4.255829 0.00 -0.02 -0.02
H -5.042345 1.597852 2.799662 0.03 -0.05 0.00
H -5.004094 0.190117 0.779990 0.02 0.03 -0.01
H -0.458377 3.870595 -2.634129 -0.02 -0.01 -0.01
H -1.902548 5.857213 -2.907985 0.00 0.01 0.01
H -3.835232 6.200288 -1.398014 0.01 -0.01 0.01
H -4.298912 4.559446 0.400019 0.03 0.00 -0.03
H -2.849911 2.571993 0.670086 0.01 0.05 -0.08
C -1.765185 -2.099554 -5.434391 -0.01 0.03 -0.07
C -1.413665 -2.774768 -4.111503 -0.01 0.02 0.21
C -2.109560 -4.128013 -3.993865 0.02 -0.08 -0.01
O -1.738835 -1.962632 -3.027283 0.36 0.02 -0.26
H -1.520444 -2.733777 -6.294120 -0.03 0.05 0.05
H -1.213788 -1.160670 -5.535357 -0.05 -0.01 0.01
H -2.836891 -1.876859 -5.455691 0.05 0.00 -0.02
H -0.321366 -2.962178 -4.126072 0.00 -0.05 0.00
H -3.189150 -3.971931 -3.900420 0.05 -0.02 -0.03
H -1.764816 -4.655448 -3.099250 -0.04 0.05 -0.03
H -1.917700 -4.761174 -4.867163 -0.03 0.01 0.07
```
Positions in Å, forces in eV/Å.

The relative energy (zero: lowest compared OMol25 entry of this formula, charge and spin) comes out at 1.1729 eV. For the molecular weight, the calculation gives 974.3 g/mol. The value obtained for the LUMO energy is 0.08 eV. As for the HOMO energy: -6.336 eV.



Below is C34H34BCrN5O2 as an isolated structure in a non-equilibrium geometry, with properties calculated with ωB97M-V/def2-TZVPD.

```
77
Properties=species:S:1:pos:R:3:forces:R:3
Cr 0.818001 1.255682 0.560634 0.93 1.43 -0.30
N 0.195901 4.577582 -2.137166 -0.33 -0.32 0.69
C 0.061501 3.754182 -1.082466 -0.27 0.55 -0.32
N 0.810301 2.715882 -0.852566 -0.11 0.50 -0.27
C 1.863001 2.463982 -1.749166 1.31 -1.25 0.35
N 2.677401 1.495982 -1.448966 -0.15 2.04 -2.37
N 2.349901 0.823982 -0.383066 -0.87 -0.71 1.64
C 2.810601 -1.325018 0.708134 -0.01 0.17 -0.18
C 1.920301 -1.133918 1.911134 0.31 -0.02 -0.01
C 2.007001 -2.035918 2.963234 -0.20 0.08 0.21
C 1.179901 -1.911518 4.064034 -0.05 0.35 -0.39
C 0.274401 -0.856318 4.079634 0.02 -0.07 -0.04
C 0.247201 0.006282 3.007034 -0.20 0.13 0.11
N 1.044101 -0.106518 1.928934 0.58 -1.39 1.46
C 2.054401 3.292982 -2.913666 -0.27 0.58 -0.39
C 3.069201 3.068482 -3.841666 -0.23 0.13 0.04
C 3.204401 3.907482 -4.932666 0.04 -0.11 0.07
C 2.321701 4.961282 -5.126366 -0.14 0.03 0.17
C 1.300201 5.194082 -4.217466 0.08 -0.01 -0.04
C 1.179201 4.374682 -3.107366 0.80 -0.58 -0.37
H -0.436899 5.356782 -2.252766 0.03 -0.15 0.18
H -0.737199 3.974682 -0.388266 -0.04 0.04 -0.08
H 3.660101 -1.953018 1.004734 -0.10 0.15 0.07
H 2.724701 -2.837718 2.912634 0.11 -0.09 -0.10
H 1.237401 -2.606118 4.884934 -0.01 -0.12 0.10
H -0.400299 -0.714518 4.907634 -0.08 0.09 0.05
H -0.448499 0.842282 2.990234 -0.02 -0.08 0.06
H 3.726401 2.229482 -3.678766 0.10 -0.06 -0.03
H 3.996901 3.734682 -5.643266 0.08 -0.01 -0.08
H 2.431001 5.606482 -5.983866 -0.03 0.05 -0.08
H 0.603701 6.003082 -4.374866 -0.08 0.16 0.01
C -3.526899 1.629682 -1.562366 0.22 0.01 0.33
C -3.232799 1.702882 -0.060466 -0.55 -0.13 -0.29
C -4.062199 2.814482 0.571434 0.36 -0.25 -0.06
O -1.823199 2.009982 0.056834 -0.23 0.64 -0.07
B -1.126299 0.837182 0.214034 -1.14 -0.26 -0.05
O -1.964899 -0.184418 0.513534 -0.23 -0.65 -0.11
C -3.321999 0.302982 0.632634 -0.42 0.21 0.24
C -4.271699 -0.691018 -0.027066 0.35 0.18 0.10
C -3.641499 0.395582 2.128034 0.24 -0.04 -0.36
H -3.279799 2.586782 -2.017766 -0.02 0.07 -0.03
H -4.574399 1.413382 -1.749166 -0.10 -0.03 -0.06
H -2.905899 0.867282 -2.027566 -0.03 -0.10 -0.11
H -3.973899 3.714982 -0.033366 -0.04 0.06 -0.03
H -3.722699 3.046082 1.576334 -0.01 -0.01 0.12
H -5.109999 2.529182 0.609034 -0.13 -0.01 -0.01
H -3.920399 -0.976718 -1.013766 -0.02 0.01 -0.12
H -5.269799 -0.269818 -0.107266 -0.14 0.04 -0.01
H -4.330699 -1.588518 0.583334 -0.04 -0.08 0.04
H -3.016399 1.139182 2.617334 0.04 0.11 0.08
H -3.444299 -0.570118 2.588234 -0.01 -0.09 0.03
H -4.686099 0.649882 2.283534 -0.09 0.06 0.06
C -1.613099 -5.768418 3.056134 -0.05 0.02 0.05
C -2.475599 -4.746218 2.695434 -0.06 -0.09 0.12
C -2.071699 -3.793118 1.781334 0.14 0.04 -0.12
C -0.796699 -3.840118 1.221134 -0.03 -0.34 0.29
C 0.062301 -4.875718 1.584334 -0.11 0.09 -0.06
C -0.349499 -5.833618 2.490734 0.09 -0.05 0.05
C -0.395399 -2.760118 0.326334 -0.13 0.16 -0.25
C 0.814101 -2.472818 -0.051066 0.23 -0.02 -0.27
C 2.040001 -2.100918 -0.349666 -0.30 0.12 0.59
C 3.386001 0.011782 0.208634 0.54 -0.49 0.40
C 4.578701 -0.154518 -0.690166 -0.02 -0.12 -0.11
C 4.738601 -1.063318 -1.656066 0.38 0.56 0.47
C 3.833501 -2.085518 -2.109466 -0.64 -0.45 -0.02
C 2.672401 -2.509518 -1.580666 0.38 -0.15 -0.60
H -1.922799 -6.510218 3.775134 -0.05 -0.10 0.06
H -3.462799 -4.693218 3.129834 -0.09 -0.01 0.03
H -2.738899 -2.993618 1.494134 -0.07 0.09 -0.02
H 1.044601 -4.931918 1.139634 0.14 0.00 -0.06
H 0.318801 -6.635918 2.762234 0.08 -0.10 0.02
H -1.189899 -2.093618 0.018234 0.01 0.07 -0.05
H 3.730001 0.557382 1.109234 0.14 -0.30 -0.21
H 5.349901 0.586082 -0.541266 0.17 0.00 -0.05
H 5.655301 -1.006418 -2.228266 0.12 0.05 0.03
H 4.138301 -2.551818 -3.036366 -0.07 -0.11 -0.07
H 2.113801 -3.252918 -2.133566 0.00 -0.07 -0.07
```
Positions in Å, forces in eV/Å.

Its total charge is +1. For the molecular weight, the calculation gives 607.5 g/mol. Its expectation value of S² is 3.8474. The value obtained for the LUMO energy (spin up / spin down) is -3.23 / -2.84 eV. As for the HOMO energy (spin up / spin down): -9.452 / -9.781 eV. The spin multiplicity is 4.